No. 1
Density functional theory data (wB97M-V/def2-TZVPD) for a single C25H30N4O3 molecule in a non-equilibrium geometry.

Structure (ORCA input):
```
! wB97M-V def2-TZVPD RIJCOSX def2/J DEFGRID3
* xyz 0 1
O 3.2702 3.8469 0.5152
C 2.7565 2.7975 0.2978
N 3.3264 1.6763 0.2972
C 4.6329 1.3122 0.4595
C 5.2022 0.3435 -0.8236
C 4.1453 -0.3404 -1.5441
N 3.1272 -0.9852 -0.6649
C 3.7873 -2.0332 0.3360
C 2.6272 -2.2259 1.3689
C 1.3849 -2.9351 0.5224
C 0.9970 -2.2200 -0.5248
C 2.1354 -1.5417 -1.3047
C 1.1433 2.7272 0.2215
C 0.3100 3.6414 0.8443
C -1.0539 3.5412 0.7468
C -1.6376 2.7379 0.0157
C -3.1331 2.6242 0.2340
O -3.8871 3.3801 0.6088
N -3.7620 1.7091 -0.7242
C -5.1816 1.3850 -0.7942
C -5.2549 0.4172 0.6180
C -4.4434 -0.5284 0.5972
C -4.9076 -1.7585 0.1308
C -3.8571 -2.8309 0.0657
C -2.6439 -2.6997 0.7117
C -2.1687 -1.4883 1.2916
C -3.1864 -0.5800 1.4585
C -2.8258 0.6165 -1.4170
O -3.5382 -0.0863 -2.0398
N -1.6432 0.8047 -1.4727
C -0.9318 1.7554 -0.8548
C 0.4992 1.9306 -0.6988
H 2.5471 0.6989 0.3189
H 4.7386 0.6267 1.4301
H 5.1069 2.4783 0.5264
H 5.5577 1.1053 -1.3602
H 5.8983 -0.2179 -0.1076
H 3.6082 0.4451 -2.3595
H 4.8110 -1.0737 -2.0347
H 4.5799 -1.4170 0.9300
H 4.0651 -2.8185 -0.0280
H 2.3147 -1.5580 1.8315
H 2.9994 -3.0525 2.1998
H 0.8050 -3.1720 1.2723
H 1.7648 -3.9066 0.2421
H 0.1980 -2.6392 -0.9413
H 0.5515 -1.2048 0.1771
H 1.7457 -0.9286 -2.2147
H 2.4086 -2.5489 -1.7634
H 0.8938 4.6558 1.4681
H -1.6199 4.3801 1.1349
H -5.1983 0.6620 -1.6035
H -5.5153 2.1732 -0.6906
H -6.2840 0.2370 0.8473
H -5.1782 1.1699 1.3352
H -5.6887 -1.8350 -0.4170
H -4.2125 -3.8032 -0.3217
H -1.9912 -3.6267 0.7128
H -1.3707 -1.3399 2.1159
H -2.8880 0.3660 1.9697
H -1.0524 0.0418 -2.0111
H 1.1163 1.1087 -1.1370
*
```

Properties
- Total energy: -38497.0835 eV
- HOMO: -8.2 eV
- Strongest force on any atom: 0.3489 Eh/bohr
- ΔE to the lowest compared entry with this formula, charge and spin: 484.5 kcal per mole
- LUMO: 0.301 eV
- SMILES string: O=C(NCCCN1CCCCC1)c1ccc2c(=O)n(CCc3ccccc3)c(=O)[nH]c2c1

No. 2
Density functional theory data (wB97M-V/def2-TZVPD) for 2 unconnected molecules or ions with the total composition C6H10.

Structure (ORCA input):
```
! wB97M-V def2-TZVPD RIJCOSX def2/J DEFGRID3
* xyz 0 1
C 1.6631 0.2865 -0.6837
C 2.4010 -0.1579 0.5472
C 0.9624 0.2462 0.6441
C -1.5982 -1.0632 0.4343
C -2.3546 0.2315 0.3801
C -2.0009 -0.4673 -0.8795
H 1.4059 -0.4640 -1.4272
H 1.9124 1.2596 -1.0977
H 2.6221 -1.2160 0.6520
H 3.1503 0.5050 0.9687
H 0.7068 1.1849 1.1290
H 0.2549 -0.5653 0.8303
H -3.3585 0.1838 0.7982
H -1.8162 1.1416 0.6381
H -2.7349 -1.0566 -1.4268
H -1.2155 -0.0488 -1.5069
*
```

Properties
- Total energy: -6378.4292 eV
- HOMO: -9.0 eV
- Strongest force on any atom: 0.0072 Eh/bohr
- ΔE to the lowest compared entry with this formula, charge and spin: 125.2 kcal per mole
- LUMO: -0.195 eV

No. 3
Density functional theory data (wB97M-V/def2-TZVPD) for a molecular structure, C32H31NO2P2ReS2.

Structure (ORCA input):
```
! wB97M-V def2-TZVPD RIJCOSX def2/J DEFGRID3
* xyz -1 1
Re 0.9296 0.2904 -1.1320
C 5.5781 2.1932 2.5618
C 5.0384 1.8916 1.1819
O 4.6532 0.5130 1.1342
P 3.2965 0.1273 0.3350
S 3.3867 0.6119 -1.5946
S 1.7187 1.0054 1.1591
O 3.3551 -1.4587 0.5041
C 2.6319 -2.1531 1.5296
C 3.5211 -2.4129 2.7274
H 5.9013 3.2342 2.6204
H 6.4288 1.5505 2.7924
H 4.8042 2.0278 3.3119
H 5.7951 2.0570 0.4114
H 4.1780 2.5263 0.9550
H 2.2930 -3.0828 1.0699
H 1.7482 -1.5745 1.8063
H 4.3789 -3.0262 2.4484
H 2.9553 -2.9360 3.5015
H 3.8883 -1.4722 3.1390
C -4.9066 -0.8748 -2.6743
C -4.9149 -1.0598 -1.2998
C -3.8186 -0.6752 -0.5371
C -2.7016 -0.1165 -1.1486
C -2.7004 0.0682 -2.5302
C -3.7984 -0.3040 -3.2884
P -1.2123 0.4781 -0.2539
C -1.4262 -0.2922 1.3907
C -1.6228 0.4191 2.5679
C -1.6569 -0.2418 3.7910
C -1.5018 -1.6176 3.8462
C -1.3010 -2.3358 2.6723
C -1.2535 -1.6767 1.4553
C -1.6263 2.2352 -0.1009
C -2.7810 2.7359 0.4456
C -3.0185 4.1226 0.4188
C -2.1050 4.9590 -0.1663
C -0.9192 4.4625 -0.7558
C 0.0198 5.3139 -1.3852
C 1.1302 4.7573 -1.9537
C 1.3571 3.3630 -1.9281
C 0.4981 2.4568 -1.3271
C -0.6666 3.0646 -0.7284
H -5.7597 -1.1799 -3.2680
H -5.7751 -1.5083 -0.8174
H -3.8286 -0.8300 0.5348
H -1.8107 0.4800 -2.9977
H -3.7828 -0.1645 -4.3623
H -1.7276 1.4957 2.5349
H -1.7970 0.3262 4.7027
H -1.5250 -2.1304 4.8000
H -1.1683 -3.4104 2.7061
H -1.0617 -2.2354 0.5449
H -3.5169 2.0709 0.8849
H -3.9268 4.5222 0.8539
H -2.2866 6.0287 -0.1956
H -0.1595 6.3831 -1.4119
H 1.8578 5.3961 -2.4450
H 2.2594 2.9990 -2.4048
N 0.6746 -1.3654 -1.7164
C 0.2320 -2.6317 -1.9761
C 1.1853 -3.6693 -1.9595
C 0.8152 -4.9770 -2.2113
C -0.5131 -5.3008 -2.4740
C -1.4612 -4.2869 -2.4846
C -1.1031 -2.9682 -2.2473
H 2.2125 -3.4046 -1.7413
H 1.5687 -5.7564 -2.1959
H -0.8023 -6.3264 -2.6667
H -2.5005 -4.5214 -2.6866
H -1.8525 -2.1891 -2.2726
*
```

Properties
- Total energy: -81655.2415 eV
- HOMO (spin up / spin down): -2.7 / -2.7 eV
- Strongest force on any atom: 0.0080 Eh/bohr
- ΔE to the lowest compared entry with this formula, charge and spin: 7.0 kcal per mole
- LUMO (spin up / spin down): 2.719 / 2.719 eV

No. 4
Density functional theory data (wB97M-V/def2-TZVPD) for a molecular structure, C30H25CsN2OPSe.

Structure (ORCA input):
```
! wB97M-V def2-TZVPD RIJCOSX def2/J DEFGRID3
* xyz -1 1
Cs -0.2492 0.2260 -0.1091
C -2.3161 -4.4318 6.6724
C -1.6173 -3.2300 6.7132
C -1.3578 -2.5354 5.5423
C -1.8004 -3.0104 4.3040
C -2.5024 -4.2123 4.2799
C -2.7540 -4.9210 5.4515
P -1.4068 -1.9662 2.8279
C -2.0420 -3.0603 1.4854
C -1.2644 -4.1515 1.0874
C -1.6784 -4.9950 0.0668
C -2.8737 -4.7451 -0.5991
C -3.6422 -3.6500 -0.2321
C -3.2321 -2.8153 0.8036
C -2.6489 -0.6322 2.8799
C -3.8315 -0.7190 3.6248
C -4.7519 0.3176 3.5690
C -4.4802 1.4136 2.7502
C -3.3015 1.4565 2.0107
C -2.3120 0.4471 2.0369
H -2.5152 -4.9805 7.5849
H -1.2681 -2.8373 7.6605
H -0.8070 -1.6014 5.5839
H -2.8645 -4.6027 3.3364
H -3.3001 -5.8557 5.4060
H -0.3203 -4.3404 1.5888
H -1.0648 -5.8406 -0.2196
H -3.1963 -5.3944 -1.4039
H -4.5679 -3.4396 -0.7540
H -3.8335 -1.9589 1.0854
H -4.0350 -1.5854 4.2485
H -5.6661 0.2739 4.1497
H -5.1931 2.2321 2.7004
H -3.1485 2.3338 1.3817
Se 0.6380 2.5744 -2.1608
C 0.8996 4.0342 -3.3593
C 0.1612 4.1486 -4.5465
C 0.3483 5.2065 -5.4265
C 1.2846 6.1979 -5.1568
C 2.0296 6.1040 -3.9868
C 1.8408 5.0445 -3.1090
H -0.5726 3.3836 -4.7699
H -0.2448 5.2572 -6.3332
H 1.4305 7.0237 -5.8423
H 2.7685 6.8638 -3.7558
H 2.4333 4.9815 -2.2036
N 1.6545 5.4715 2.1535
C 2.4611 4.8760 3.0641
O 3.0844 5.5078 3.8990
C 2.6015 3.3791 2.9711
C 3.5903 2.7589 3.7142
C 3.7572 1.3905 3.5936
C 2.9261 0.6949 2.7272
N 1.9584 1.2761 2.0236
C 1.8017 2.5915 2.1609
H 1.6243 6.4761 2.1588
H 1.2743 4.9856 1.3604
H 4.2118 3.3650 4.3605
H 4.5222 0.8680 4.1521
H 3.0334 -0.3772 2.6016
H 0.9906 3.0172 1.5797
*
```

Properties
- Total energy: -111727.7346 eV
- HOMO: -3.9 eV
- Strongest force on any atom: 0.0086 Eh/bohr
- LUMO: 1.956 eV

No. 5
Density functional theory data (wB97M-V/def2-TZVPD) for a molecular structure, C4H9N3O in a non-equilibrium geometry.

Structure (ORCA input):
```
! wB97M-V def2-TZVPD RIJCOSX def2/J DEFGRID3
* xyz 0 1
C 3.1871 0.0390 0.7202
C 2.0047 0.2601 -0.1033
C 1.5498 -0.9208 -1.0407
C -1.5232 -0.1477 0.6403
H 3.5899 1.1364 1.4186
H 2.8783 -0.8805 1.7024
H 4.1992 -0.1213 0.1395
H 1.8306 1.2092 -0.5157
H 2.0994 -1.8493 -0.8134
H 1.1399 -0.7249 -1.9628
H -1.4037 -0.8145 1.4412
H -3.5393 -0.6863 0.2693
H -1.3556 1.1819 -0.8558
N 0.8203 -0.4947 0.3177
N -0.5180 0.2017 0.0087
N -2.9678 0.3204 0.3923
O -2.7614 0.7468 -0.8941
*
```

Properties
- Total energy: -10802.4759 eV
- HOMO: -8.3 eV
- Strongest force on any atom: 0.1199 Eh/bohr
- ΔE to the lowest compared entry with this formula, charge and spin: 230.3 kcal per mole
- LUMO: 0.875 eV

No. 6
Density functional theory data (wB97M-V/def2-TZVPD) for 2 unconnected molecules or ions with the total composition C16H16Cl2N2O4Si in a non-equilibrium geometry.

Structure (ORCA input):
```
! wB97M-V def2-TZVPD RIJCOSX def2/J DEFGRID3
* xyz 0 1
N 4.4517 0.6693 1.0940
C 3.3397 0.6116 1.4557
C 1.9784 0.5068 1.8524
C 1.5029 -0.6522 2.4078
C 2.2751 -1.8458 2.3602
N 2.9027 -2.8312 2.2953
C 0.1309 -0.7735 2.9343
O -0.3128 -1.8583 3.2965
C -0.6595 0.4929 2.9723
Cl -2.2127 0.3740 3.6472
C -0.1664 1.6623 2.4672
Cl -1.0634 3.1069 2.4965
C 1.1657 1.7352 1.8012
O 1.5735 2.7361 1.2130
C 6.1289 3.0899 -1.8034
Si 4.7568 2.6778 -3.0058
C 3.7573 4.1656 -3.5157
C 5.3829 1.7761 -4.5165
O 3.7595 1.6211 -2.0803
C 2.5868 1.0971 -2.4071
C 1.9331 0.2347 -1.5543
C 0.7816 -0.5150 -2.0462
C 0.7781 -0.5798 -3.5786
C 0.8979 0.8162 -4.1083
O 2.1255 1.4565 -3.5971
H 6.8253 3.8134 -2.2535
H 5.7410 3.5276 -0.8725
H 6.7077 2.1980 -1.5233
H 4.4012 4.8541 -4.0828
H 2.9125 3.8892 -4.1607
H 3.3582 4.7086 -2.6496
H 5.9852 2.4641 -5.1286
H 6.0156 0.9186 -4.2533
H 4.5611 1.4089 -5.1458
H 2.3653 0.0593 -0.5811
H 0.7972 -1.5213 -1.6192
H -0.1609 -0.0354 -1.7367
H 1.5994 -1.2155 -3.9294
H -0.1580 -1.0146 -3.9412
H 0.9826 0.8501 -5.1938
H 0.0586 1.4276 -3.7696
*
```

Properties
- Total energy: -60943.1869 eV
- HOMO: -7.7 eV
- Strongest force on any atom: 0.0607 Eh/bohr
- ΔE to the lowest compared entry with this formula, charge and spin: 0.0 kcal per mole
- LUMO: -3.180 eV
- SMILES string: N#CC1=C(C#N)C(=O)C(Cl)=C(Cl)C1=O.C[Si](C)(C)OC1=CCCCO1

No. 7
Density functional theory data (wB97M-V/def2-TZVPD) for a single C4H12N2O2 molecule in a non-equilibrium geometry.

Structure (ORCA input):
```
! wB97M-V def2-TZVPD RIJCOSX def2/J DEFGRID3
* xyz 0 1
C -2.2571 -0.3297 -0.2432
C -1.0419 -0.5985 -1.1293
O -0.2304 0.5613 -1.2444
C 1.1124 0.5261 -0.8008
O 1.8602 -0.4789 -1.3673
N 1.2813 0.5962 0.6360
C 1.1214 -0.6056 1.4326
N 0.5850 1.6815 1.2224
H -1.9443 -0.0777 0.7702
H -2.8279 0.5050 -0.6438
H -2.8907 -1.2121 -0.2103
H -0.4684 -1.4534 -0.7490
H -1.3789 -0.8476 -2.1454
H 1.5160 1.4669 -1.2024
H 1.4863 -1.3407 -1.1285
H 0.0964 -1.0032 1.4501
H 1.8193 -1.3621 1.0661
H 1.4018 -0.3399 2.4528
H 1.1045 2.5333 1.0275
H -0.3449 1.7792 0.8065
*
```

Properties
- Total energy: -11416.3262 eV
- HOMO: -8.9 eV
- Strongest force on any atom: 0.0203 Eh/bohr
- ΔE to the lowest compared entry with this formula, charge and spin: 66.7 kcal per mole
- LUMO: 0.840 eV
- SMILES string: CCO[C@H](O)N(C)N

No. 8
Density functional theory data (wB97M-V/def2-TZVPD) for 2 unconnected molecules or ions with the total composition CH5S2.

Structure (ORCA input):
```
! wB97M-V def2-TZVPD RIJCOSX def2/J DEFGRID3
* xyz -1 1
S -1.3633 1.5216 0.2953
H -0.6373 0.3058 -0.1031
C 2.0688 -0.8791 -0.0316
S 0.3708 -1.2645 -0.5344
H 2.5313 -1.7300 0.4593
H 2.6609 -0.6124 -0.9060
H 2.0970 -0.0464 0.6721
H -1.6690 0.9351 1.4595
*
```

Properties
- Total energy: -22789.4269 eV
- HOMO: -2.8 eV
- Strongest force on any atom: 0.0082 Eh/bohr
- ΔE to the lowest compared entry with this formula, charge and spin: 4.2 kcal per mole
- LUMO: 3.833 eV